[1]
Formula: C6H12N2S2
Source: OMol25
Level of theory: ωB97M-V/def2-TZVPD

XYZ file:
```
22
Properties=species:S:1:pos:R:3:forces:R:3
C -2.4542 0.5586 1.6318 0.0 0.1 0.1
C -0.9734 0.9743 1.7166 -0.5 0.9 2.4
C -2.3256 -0.6799 2.5374 -0.2 -0.1 0.0
C 2.2748 -0.4745 -2.8550 0.2 -0.1 -0.1
C 0.8004 -0.1538 -3.2193 0.1 0.0 -0.2
C 0.5987 0.1399 -1.7364 -0.2 0.0 -0.6
H -2.7163 0.2663 0.6113 0.0 0.0 0.2
H -3.1713 1.3131 1.9700 0.1 -0.1 0.0
H -0.4932 1.2396 0.7729 0.0 0.6 2.5
H -0.7858 1.7625 2.4483 -0.2 -0.1 0.3
H -2.8049 -1.5917 2.1743 0.1 0.1 0.1
H -2.6314 -0.4966 3.5710 0.1 0.0 -0.1
H 2.5853 0.7790 0.0829 0.1 -0.1 0.0
H 2.1824 -0.7849 0.3386 0.1 0.0 0.0
H 2.5878 -1.5152 -2.9883 -0.1 0.2 0.0
H 3.0296 0.2012 -3.2675 -0.1 -0.1 0.1
H 0.6512 0.7157 -3.8633 0.0 -0.1 0.1
H 0.2114 -0.9965 -3.5837 0.1 0.1 0.1
N 2.6330 -0.1539 -0.3229 -0.1 0.0 0.2
N 1.8869 -0.1517 -1.4874 -0.3 0.0 -0.1
S -0.5004 -0.6721 2.3670 0.0 0.2 -0.1
S -0.6125 0.6133 -0.7449 0.8 -1.5 -4.8
```
Positions in Å, forces in eV/Å.

The molar mass is 176.3 g mol⁻¹. The energy above the lowest of the compared OMol25 structures with the same formula, charge and spin is 4.121 eV. Its HOMO-LUMO gap is 8.33 eV. As for the total energy: -31063.4752 eV. For the LUMO energy, the calculation gives 0.73 eV.

---

[2]
Formula: C10H18Cl2N2Sm
Source: OMol25
Level of theory: ωB97M-V/def2-TZVPD

XYZ file:
```
33
Properties=species:S:1:pos:R:3:forces:R:3
Sm 0.0682 0.0615 0.8177 0.8 -0.7 -0.6
Cl 2.3176 1.2698 1.0963 1.3 0.4 0.1
Cl -1.8140 -1.5361 1.5943 -0.8 -1.1 0.3
C -0.7584 1.4489 2.5012 -1.0 1.0 0.3
H -1.3203 0.6700 3.0456 0.3 0.5 -0.2
H 0.0587 1.9730 3.0132 -0.4 -0.1 -0.1
C -0.8490 1.1488 -0.9286 0.5 -1.0 -1.7
C -1.2616 1.9795 1.2581 -1.3 1.0 2.8
H -0.4064 0.3475 -1.6082 -0.1 0.2 0.0
C -0.9067 3.4364 1.0039 0.1 -0.2 0.1
H -2.2226 1.5872 0.8765 0.3 0.5 0.5
C -1.5338 4.1034 -0.2129 0.4 -0.1 -0.1
H -1.1921 4.0195 1.9016 0.1 -0.2 -0.3
H 0.1941 3.4921 0.9383 -0.2 0.1 0.0
C -1.0358 3.5257 -1.5412 -0.5 0.0 0.1
H -2.6290 4.0150 -0.1536 0.1 0.0 -0.1
H -1.2934 5.1669 -0.1768 0.0 0.2 0.0
C -1.6191 2.1102 -1.7476 0.2 0.2 -0.6
H -1.3307 4.1832 -2.3679 -0.1 0.0 0.0
H 0.0632 3.4791 -1.5407 -0.2 0.0 0.0
H -2.6914 2.1202 -1.4535 0.3 0.1 -0.2
H -1.5503 1.8233 -2.8153 -0.3 0.3 0.3
C 2.6228 -4.9204 0.8156 -0.1 0.5 0.2
N 1.8990 -4.2931 -0.3037 0.6 -1.8 -0.2
C 1.6132 -5.0921 -1.5072 -0.3 0.5 -0.1
C 1.4656 -3.0735 -0.2144 -1.2 3.4 0.2
N 1.0765 -1.9619 -0.1527 1.5 -3.6 -0.6
H 2.9091 -5.9320 0.5108 0.0 0.3 0.2
H 1.9855 -4.9602 1.7123 0.2 -0.1 -0.3
H 3.5178 -4.3307 1.0630 -0.2 -0.3 -0.1
H 0.5264 -5.2071 -1.6402 0.3 -0.1 0.1
H 2.0101 -4.5820 -2.3974 0.0 -0.3 0.2
H 2.0871 -6.0720 -1.3865 -0.2 0.3 -0.1
```
Positions in Å, forces in eV/Å.

The expectation value of S² is 9.211. The molar mass is 387.5 g mol⁻¹. As for the spin multiplicity: 6. The energy above the lowest of the compared OMol25 structures with the same formula, charge and spin is 4.267 eV. Its HOMO-LUMO gap (spin up / spin down) is 3.73 / 5.65 eV. Its charge is -1. As for the total energy: -56587.8573 eV. For the LUMO energy (spin up / spin down), the calculation gives 2.28 / 2.28 eV.

---

[3]
Formula: C14H28B3F8N4O4P2Ti
Source: OMol25
Level of theory: ωB97M-V/def2-TZVPD

XYZ file:
```
64
Properties=species:S:1:pos:R:3:forces:R:3
Ti -0.2191 0.3907 -0.2384 -0.3 -0.3 0.1
C 2.0786 -1.6591 3.0644 0.0 0.0 0.0
C 1.1341 -0.9227 2.1829 0.0 0.0 0.0
N 1.4574 -0.3255 1.0860 -0.1 0.3 -0.1
O 2.7142 -0.4640 0.6913 0.1 -0.1 -0.1
B 3.4022 0.4598 -0.3391 0.0 0.0 0.1
F 3.8931 1.5372 0.3582 0.0 0.0 0.0
F 4.3245 -0.3363 -0.9473 0.0 0.0 0.0
O 2.4444 0.9112 -1.3969 0.0 0.0 0.1
N 1.4123 1.5611 -0.8004 -0.1 0.0 0.0
C 1.4946 2.8111 -0.5396 0.0 0.1 0.0
C 2.5468 3.7224 -1.0405 0.1 0.0 0.1
C 0.3780 3.2848 0.3127 0.0 0.0 0.0
N -0.3375 2.3316 0.7942 0.1 -0.2 0.1
O -1.4539 2.7152 1.4238 0.0 0.0 0.0
B -2.0657 1.7582 2.3978 0.0 0.0 0.0
F -1.2409 1.6340 3.4997 0.0 0.0 0.0
F -3.3312 2.1561 2.6377 0.0 0.0 0.0
O -2.1741 0.3548 1.7351 0.0 0.0 0.1
N -0.9426 -0.1836 1.5873 0.1 0.2 -0.5
C -0.2919 -0.7394 2.5361 0.1 0.0 0.1
C -0.8492 -1.1168 3.8540 0.0 0.0 0.0
C 0.0836 4.7138 0.5778 0.0 0.0 0.0
H 3.0548 -1.7366 2.5982 0.0 0.0 0.0
H 1.6940 -2.6570 3.2831 0.0 0.0 0.0
H 2.1846 -1.1362 4.0173 0.0 0.0 0.0
H 3.2642 3.1841 -1.6492 0.0 0.0 0.0
H 3.0660 4.1929 -0.2044 0.0 0.0 0.0
H 2.0660 4.5068 -1.6294 0.0 0.0 0.0
H -1.9178 -0.9283 3.8880 0.0 0.0 0.0
H -0.3690 -0.5284 4.6372 0.0 0.0 0.0
H -0.6378 -2.1702 4.0481 0.0 0.0 0.0
H 0.9032 5.3562 0.2711 0.0 0.0 0.0
H -0.1286 4.8526 1.6373 0.0 0.0 0.0
H -0.8205 5.0012 0.0348 0.0 0.0 0.0
C -3.8101 -0.3405 -1.1865 0.0 0.0 0.0
P -2.2465 -1.1711 -0.8389 0.0 0.0 0.1
C -2.6563 -2.3803 0.4564 0.0 0.0 0.0
C -1.8307 -2.2032 -2.2763 0.0 0.0 0.0
C -0.5799 -3.0018 -1.9133 -0.1 0.0 0.0
P 0.7928 -1.9099 -1.3619 0.1 0.1 0.0
C 1.8443 -3.0603 -0.4331 0.0 0.0 0.0
C 1.7246 -1.6128 -2.8884 0.0 0.0 0.0
H -4.0488 0.3231 -0.3560 0.0 0.0 0.0
H -4.5967 -1.0890 -1.2945 0.0 0.0 0.0
H -3.7335 0.2432 -2.1006 0.0 0.0 0.0
H -3.3478 -3.1236 0.0562 0.0 0.0 0.0
H -3.1323 -1.8607 1.2862 0.0 0.0 0.0
H -1.7656 -2.8898 0.8226 0.0 0.0 0.0
H -1.6601 -1.5475 -3.1315 0.0 0.0 0.0
H -2.6698 -2.8577 -2.5210 0.0 0.0 0.0
H -0.2254 -3.6051 -2.7510 0.0 0.0 0.0
H -0.7963 -3.6957 -1.0985 0.0 0.0 0.0
H 1.9268 -3.9900 -0.9987 0.0 0.0 0.0
H 1.4070 -3.2858 0.5404 0.0 0.0 0.0
H 2.8333 -2.6311 -0.2944 0.0 0.0 0.0
H 1.9379 -2.5808 -3.3455 0.0 0.0 0.0
H 2.6572 -1.1035 -2.6615 0.0 0.0 0.0
H 1.1463 -1.0015 -3.5765 0.0 0.0 0.0
F -0.3635 0.4412 -2.4350 0.2 0.0 0.0
B -1.2233 1.6342 -2.5959 0.0 0.1 0.1
F -1.6914 1.6742 -1.1846 0.2 0.0 0.0
F -2.2342 1.3659 -3.4411 0.0 0.0 0.0
F -0.4746 2.7283 -2.8460 0.0 0.0 0.0
```
Positions in Å, forces in eV/Å.

The molar mass is 610.6 g mol⁻¹. The energy above the lowest of the compared OMol25 structures with the same formula, charge and spin is 0.000 eV. Its HOMO-LUMO gap is 7.65 eV. Its charge is +1. As for the total energy: -94593.6953 eV. For the LUMO energy, the calculation gives -5.16 eV.